Record 1
DFT (ωB97M-V with the def2-TZVPD basis set) results for C5H7N in the gas phase.

Properties
E_HOMO, eV: -10.41
Energy above the lowest of the compared OMol25 structures with the same formula, charge and spin, eV: 1.251
Gap between HOMO and LUMO, eV: 11.32
SMILES: CC1(C#N)CC1

Geometry as XYZ:
```
13
Properties=species:S:1:pos:R:3:lowdin_charge:R:1
C -1.35311 -0.60073 0.31596 -0.03
C -0.14204 0.26288 -0.02817 -0.46
C -0.47975 1.43559 -0.81438 -0.18
N -0.79131 2.38248 -1.40013 0.15
C 1.20638 0.38234 0.68644 -0.07
C 1.03518 -0.58009 -0.43783 -0.10
H -1.20269 -1.22349 1.20264 0.09
H -2.28917 -0.05093 0.42289 0.08
H -1.47258 -1.26378 -0.54722 0.09
H 1.35871 0.02187 1.69879 0.11
H 1.76279 1.29127 0.45909 0.11
H 0.88045 -1.61788 -0.14962 0.11
H 1.48716 -0.43954 -1.40848 0.11
```

***

Record 2
DFT (ωB97M-V with the def2-TZVPD basis set) results for 8 unconnected molecules or ions with the total composition C13H41N15O9.

Properties
E_HOMO, eV: -8.36
Energy above the lowest of the compared OMol25 structures with the same formula, charge and spin, eV: 4.606
Gap between HOMO and LUMO, eV: 8.58
SMILES: NCCCCCOC=O.NC(N)=O.NC(N)=O.NC(N)=O.NC(N)=O.NC(N)=O.NC(N)=O.NC(N)=O

Geometry as XYZ:
```
78
Properties=species:S:1:pos:R:3:lowdin_charge:R:1
N 2.33132 -1.32090 2.75347 -0.06
C 1.08656 -0.94662 1.97980 -0.29
C -0.16831 -0.42909 2.95728 -0.18
C -1.28225 0.21450 1.88989 -0.22
C -2.79804 0.30761 2.50553 -0.15
C -3.68695 -0.87870 1.73780 -0.22
O -5.04618 -1.01882 2.28291 -0.15
C -5.06665 -2.35019 2.97517 -0.12
O -4.95292 -2.33359 4.33166 -0.05
H 2.78072 -0.49791 3.21430 0.06
H 3.03334 -1.61212 2.00899 0.06
H 0.63564 -1.85082 1.35825 0.10
H 1.25126 -0.04642 1.21367 0.10
H -0.64978 -1.29688 3.57833 0.11
H 0.16261 0.46105 3.66964 0.11
H -0.86053 1.21981 1.45230 0.09
H -1.30615 -0.56460 0.98716 0.10
H -3.23071 1.37571 2.19383 0.11
H -2.87003 0.24479 3.67151 0.12
H -3.12004 -1.89209 1.97784 0.09
H -3.63423 -0.67519 0.58643 0.14
H -5.13097 -3.36512 2.36750 0.15
N -3.12254 -4.73488 -0.05078 0.15
C -2.03802 -4.15637 0.49853 -0.66
N -0.93376 -4.92620 0.48254 0.17
O -2.05462 -3.03104 0.97028 0.01
H -3.11828 -5.66135 -0.44182 0.11
H -3.97727 -4.19617 -0.06263 0.12
H -0.09264 -4.53584 0.88385 0.11
H -0.91066 -5.85442 0.09609 0.11
N -4.72207 -6.61942 1.80498 0.16
C -3.93766 -7.66269 2.13497 -0.71
N -4.53707 -8.57785 2.91949 0.15
O -2.78274 -7.76948 1.75557 0.01
H -5.67455 -6.52300 2.11282 0.10
H -4.31694 -5.90488 1.21659 0.05
H -3.98872 -9.38067 3.19465 0.11
H -5.48804 -8.49826 3.23698 0.10
N 1.52514 4.43242 -0.46602 0.17
C 0.44453 3.64358 -0.31555 -0.68
N -0.68959 4.15698 -0.82789 0.16
O 0.48933 2.55678 0.23764 -0.02
H 1.49775 5.32916 -0.92032 0.06
H 2.40156 4.09042 -0.09747 0.07
H -1.52911 3.60168 -0.73978 0.11
H -0.73604 5.05145 -1.28531 0.09
N 2.62415 1.09630 -0.87135 0.18
C 3.81038 1.73303 -0.87692 -0.70
N 4.75833 1.12815 -1.61707 0.15
O 4.00913 2.76926 -0.26381 0.01
H 2.45120 0.24229 -1.37337 0.10
H 1.87947 1.51178 -0.32937 0.04
H 5.66716 1.56821 -1.65293 0.10
H 4.60374 0.27431 -2.12552 0.10
N 1.42415 -4.65925 -1.47135 0.15
C 2.61038 -4.02252 -1.47692 -0.72
N 3.55833 -4.62741 -2.21707 0.15
O 2.80913 -2.98629 -0.86381 0.02
H 1.25120 -5.51327 -1.97337 0.10
H 0.67947 -4.24377 -0.92937 0.07
H 4.46716 -4.18735 -2.25293 0.11
H 3.40374 -5.48124 -2.72552 0.10
N 4.29902 8.07408 -1.51164 0.16
C 4.16510 6.74068 -1.38241 -0.68
N 5.32251 6.08775 -1.16704 0.17
O 3.08732 6.17288 -1.45432 0.01
H 5.18274 8.55051 -1.45386 0.10
H 3.45758 8.60912 -1.67480 0.11
H 5.27417 5.08386 -1.06318 0.10
H 6.21513 6.54712 -1.10632 0.10
N -1.86612 6.39683 -4.62234 0.15
C -0.78160 6.97534 -4.07303 -0.73
N 0.32266 6.20551 -4.08902 0.16
O -0.79820 8.10067 -3.60128 0.02
H -1.86186 5.47036 -5.01338 0.10
H -2.72085 6.93554 -4.63419 0.11
H 1.16378 6.59587 -3.68771 0.10
H 0.34576 5.27729 -4.47547 0.10
```

***

Record 3
DFT (ωB97M-V with the def2-TZVPD basis set) results for 2 unconnected molecules or ions with the total composition C3H9S2.

Properties
E_HOMO, eV: -2.90
Energy above the lowest of the compared OMol25 structures with the same formula, charge and spin, eV: 0.314
Total charge: -1
Gap between HOMO and LUMO, eV: 6.53

Geometry as XYZ:
```
14
Properties=species:S:1:pos:R:3:lowdin_charge:R:1
C 1.44957 -1.44125 -0.93664 -0.14
C 1.36013 -0.03977 -0.31074 -0.38
C -0.07923 0.47474 -0.10000 -0.74
S -0.12523 1.87788 1.07754 0.21
H 2.49806 -1.71972 -1.06247 0.05
H 0.99306 -1.41733 -1.92961 0.06
H 0.94206 -2.16138 -0.29601 0.06
H 1.76348 -0.04627 0.70584 0.07
H 1.93445 0.64700 -0.93168 0.09
H -0.71720 -0.31081 0.30504 0.02
H -0.46599 0.79832 -1.07200 0.04
H -2.10352 1.40358 1.40977 -0.33
S -3.22271 0.64653 1.87697 0.29
H -4.22694 1.28849 1.26396 -0.28
```

***

Number 1: largest force on an atom 0.0166 hartree/bohr, E -6787.26172 eV, lowest unoccupied orbital energy 0.91 eV. Number 2: largest force on an atom 0.1830 hartree/bohr, E -54927.95500 eV, lowest unoccupied orbital energy 0.23 eV. Number 3: largest force on an atom 0.0176 hartree/bohr, E -24928.43345 eV, lowest unoccupied orbital energy 3.63 eV.